(1)
The following is a DFT calculation (the ωB97M-V functional and the def2-TZVPD basis) of C42H50HfN7O5PSSe as an isolated structure in a non-equilibrium geometry.

Properties
Molar mass   1053.4 u
Highest occupied orbital energy   -12.59 eV
Relative energy (zero: lowest compared OMol25 entry of this formula, charge and spin)   45.0 kcal per mole

ORCA input file:
```
! RIJCOSX wB97M-V def2-TZVPD def2/J DEFGRID3
* xyz 2 1
Hf 1.290 0.146 -0.828
Se 2.006 2.723 -1.546
S 1.004 -2.304 -0.072
P -2.000 -2.419 1.026
O 0.222 -2.425 -1.275
O 3.871 0.542 -3.878
O 0.536 -1.025 0.626
O 2.397 -1.992 -0.403
O 2.958 0.271 -1.843
N 0.952 5.202 -2.568
N -1.176 1.840 -2.459
N 1.399 5.386 -0.465
N 4.345 1.272 3.068
N 0.659 -0.468 -3.001
N 2.799 0.571 1.108
N -0.637 1.207 0.378
C -3.174 0.439 3.667
C -3.445 -3.538 1.057
C 2.996 0.147 -3.166
C -0.436 -1.747 -4.755
C -2.160 0.468 4.617
C -5.598 -5.276 0.782
C 0.699 6.510 -2.214
C -1.241 2.555 0.531
C -2.288 2.894 -0.525
C 2.217 1.693 1.903
C 0.638 -3.598 1.031
C -3.127 -0.484 2.635
C -1.733 3.092 -1.925
C -3.505 -4.424 -0.023
C 1.873 -1.152 -4.977
C -1.071 -1.372 3.507
C 0.978 6.626 -0.900
C -4.569 -5.299 -0.152
C 1.371 4.516 -1.489
C -2.762 -1.781 -3.221
C -4.476 -3.520 1.988
C 0.007 -5.602 2.772
C -5.553 -4.388 1.843
C -1.653 -1.144 -2.743
C -0.683 -3.653 1.507
C -2.087 -1.416 2.553
C -2.746 -2.404 -4.487
C 5.100 1.274 1.821
C 3.234 2.200 2.957
C 3.002 -0.553 2.079
C -1.110 -0.434 4.531
C -1.604 -2.393 -5.230
C 0.825 4.682 -3.924
C 1.627 -4.497 1.400
C 1.769 -0.531 -3.729
C 4.170 0.951 0.625
C 1.299 -5.514 2.280
C 0.767 -1.764 -5.490
C 3.825 -0.066 3.301
C 1.910 5.117 0.870
C -0.967 -4.683 2.396
C -0.463 -1.096 -3.500
H 1.108 5.463 -4.625
H 3.515 -1.353 1.554
H -0.432 3.290 0.498
H -6.436 -5.952 0.677
H -2.519 3.493 -2.572
H 2.757 2.299 3.932
H 5.560 2.254 1.693
H -1.971 -4.770 2.791
H 0.926 7.478 -0.246
H 2.050 -6.230 2.585
H 4.550 0.118 0.040
H 3.635 3.177 2.680
H 2.205 6.059 1.325
H -2.196 1.186 5.426
H -0.940 3.838 -1.872
H 0.357 7.242 -2.924
H -3.063 2.119 -0.535
H -0.252 -2.079 3.464
H 1.493 3.834 -4.044
H -0.251 -6.397 3.459
H 0.801 -2.271 -6.446
H 1.154 4.644 1.494
H -1.953 1.266 -2.773
H -4.436 -2.847 2.836
H -0.204 4.382 -4.122
H 2.026 -0.918 2.395
H -1.656 -0.734 -1.743
H -2.707 -4.418 -0.760
H -2.772 3.822 -0.216
H -1.562 -2.887 -6.192
H -0.323 -0.415 5.274
H 2.783 4.473 0.788
H -4.599 -5.999 -0.977
H -3.915 -0.496 1.888
H 2.628 -4.396 1.000
H -3.657 -1.831 -2.614
H -1.718 2.618 1.510
H 5.903 0.542 1.906
H -3.999 1.136 3.733
H -0.635 2.040 -3.295
H 2.825 -1.125 -5.486
H 4.079 1.808 -0.036
H -0.388 0.881 1.310
H 1.327 1.304 2.405
H 1.920 2.483 1.220
H -1.389 0.565 0.117
H 3.212 -0.044 4.203
H 4.663 -0.737 3.485
H -6.354 -4.372 2.570
H -3.633 -2.903 -4.853
*
```

(2)
The following is a DFT calculation (the ωB97M-V functional and the def2-TZVPD basis) of C42H50MoN2O4Se as an isolated structure in a non-equilibrium geometry.

Properties
Molar mass   821.8 u
Highest occupied orbital energy (alpha / beta)   -13.81 / -13.81 eV
Relative energy (zero: lowest compared OMol25 entry of this formula, charge and spin)   17.5 kcal per mole

ORCA input file:
```
! RIJCOSX wB97M-V def2-TZVPD def2/J DEFGRID3
* xyz 2 1
Mo -0.261 2.289 0.315
Se 2.308 0.017 0.580
O 1.262 2.702 1.507
O -0.601 0.882 1.343
O -1.530 3.154 -0.627
O 0.382 1.461 -1.135
N -0.142 3.879 2.855
N -0.809 3.895 1.636
C 0.932 3.177 2.730
C 1.918 -3.480 -4.677
C -3.246 4.322 -1.791
C 3.014 1.257 5.179
C -1.536 4.952 1.442
C 0.174 -4.679 2.111
C 1.516 -0.572 -3.948
C 3.010 2.124 6.263
C -1.057 -5.385 2.682
C 3.039 -2.577 -4.132
C -0.729 2.493 -3.429
C 1.067 0.576 -1.935
C -3.052 -0.950 4.052
C 1.704 3.709 5.014
C 3.978 -3.427 -3.276
C -1.244 -2.562 2.275
C 0.509 -5.298 0.743
C 0.802 -1.040 1.231
C 1.355 -4.889 3.076
C -2.365 5.159 0.300
C -2.391 4.216 -0.720
C 2.365 3.353 6.175
C -0.449 -0.459 1.580
C 1.987 -0.275 -1.278
C 2.400 -1.451 -3.329
C 2.653 -1.257 -1.965
C -4.067 5.436 -1.862
C -0.078 1.341 -4.188
C 1.709 2.839 3.926
C 2.373 1.618 4.005
C 0.840 0.468 -3.316
C -3.961 -1.429 1.751
C -1.201 0.461 -4.764
C -3.114 0.827 2.328
C -4.037 6.422 -0.873
C -2.883 -0.673 2.548
C -3.194 6.280 0.208
C -0.053 -3.185 1.930
C 3.837 -1.974 -5.300
C 0.755 1.951 -5.333
C 0.980 -2.386 1.406
C -1.499 -1.201 2.119
H 2.281 -4.455 2.692
H 3.195 -1.439 -6.004
H -1.518 5.692 2.236
H -2.035 -3.169 2.690
H 1.254 -2.942 -5.360
H 4.338 -2.774 -5.851
H -0.838 -6.448 2.800
H -2.417 1.441 2.900
H 2.381 4.035 7.015
H 1.576 2.558 -4.940
H -1.451 2.120 -2.705
H -3.070 1.095 1.274
H 4.805 -2.837 -2.869
H -0.814 -0.336 -5.400
H -4.120 1.068 2.676
H -1.871 1.074 -5.371
H -1.329 -4.996 3.668
H 3.367 -1.872 -1.436
H -2.275 -0.447 4.634
H 1.521 -5.959 3.217
H 3.519 0.302 5.248
H -3.169 7.025 0.996
H 0.004 3.125 -2.928
H 4.412 -4.213 -3.895
H -4.685 7.285 -0.950
H 2.357 -4.316 -5.229
H -1.265 3.122 -4.142
H -1.786 0.000 -3.964
H 1.337 -0.701 -5.007
H 3.512 1.842 7.179
H -3.939 -2.502 1.945
H 1.181 1.193 -5.990
H 0.117 2.594 -5.943
H 1.196 4.663 4.937
H -0.310 -5.149 0.033
H -3.266 3.557 -2.555
H 4.601 -1.282 -4.936
H -1.921 -5.300 2.016
H -4.024 -0.578 4.386
H -4.736 5.542 -2.705
H -3.010 -2.016 4.279
H -4.950 -1.062 2.037
H 2.378 0.945 3.160
H 3.448 -3.914 -2.452
H 1.314 -3.889 -3.862
H 0.665 -6.372 0.860
H -3.836 -1.276 0.676
H 1.146 -4.446 4.053
H 1.936 -2.823 1.144
H 1.421 -4.874 0.314
*
```

(3)
The following is a DFT calculation (the ωB97M-V functional and the def2-TZVPD basis) of C42H51AsN4O7PS6W as an isolated structure.

Properties
Molar mass   1206.0 u
Highest occupied orbital energy   -5.01 eV
Relative energy (zero: lowest compared OMol25 entry of this formula, charge and spin)   61.4 kcal per mole

ORCA input file:
```
! RIJCOSX wB97M-V def2-TZVPD def2/J DEFGRID3
* xyz -1 1
W -0.426 -0.639 1.466
As 0.850 -0.772 -1.143
S 6.528 1.828 2.711
S 3.998 0.299 2.443
S -4.250 -5.255 -0.208
S 5.088 -3.341 0.405
S 2.184 -1.980 1.500
S 6.398 -0.907 1.515
P 0.028 2.864 0.827
O -4.928 -6.432 -0.695
O -0.744 -2.257 2.791
O -2.061 0.109 5.264
O -2.657 -2.455 1.490
O -4.937 -4.350 0.658
O -2.168 -0.398 0.367
O -0.553 -2.483 0.641
N -0.060 1.339 0.858
N -1.640 0.208 3.011
N -2.909 -5.852 0.530
N 0.792 0.245 3.170
C -0.070 3.767 2.423
C -3.129 -2.211 -2.581
C 2.744 3.321 0.893
C -1.153 3.987 4.573
C 0.536 5.565 3.919
C -0.378 5.103 4.857
C -2.956 -0.310 2.656
C -3.613 3.518 -0.814
C -0.120 -0.262 -2.767
C -3.549 -2.945 -1.480
C -1.010 3.333 3.358
C 1.592 3.485 0.121
C 4.922 -1.818 1.248
C 4.001 3.533 0.354
C -2.497 2.946 -0.222
C -0.903 1.031 -2.581
C 5.705 0.481 2.240
C 3.757 -1.281 1.701
C -1.291 0.125 4.313
C 2.986 4.097 -1.751
C 1.728 3.862 -1.211
C 2.509 0.280 -1.230
C -2.838 -2.835 -3.788
C -1.597 -5.194 0.605
C -2.401 5.571 -1.130
C -1.263 -2.949 1.736
C 2.964 0.747 -2.607
C 5.207 -2.728 -1.299
C -1.285 -4.447 1.906
C 0.687 4.903 2.710
C -1.322 3.683 -0.089
C -2.962 -4.223 -3.874
C 0.206 0.007 4.488
C -1.285 5.003 -0.532
C -3.565 4.828 -1.272
C -2.399 -2.038 -4.988
C 1.430 -2.569 -1.702
C -3.676 -4.319 -1.593
C 1.813 -2.768 -3.166
C -3.381 -4.968 -2.787
C 4.120 3.929 -0.973
C -2.473 -1.095 1.463
H -3.027 -1.136 -2.484
H -2.868 -6.840 0.337
H 1.407 5.272 1.989
H -3.760 -2.466 -0.537
H 0.581 -0.202 -3.603
H -1.974 -4.719 2.704
H -3.504 -6.041 -2.858
H 1.138 6.439 4.133
H -1.446 1.311 -3.488
H -3.692 0.465 2.428
H 5.103 4.090 -1.401
H -2.740 -4.721 -4.811
H -0.874 -5.999 0.473
H -4.521 2.939 -0.920
H 5.987 -1.974 -1.381
H 4.253 -2.317 -1.627
H 0.576 0.717 5.229
H 3.078 4.389 -2.790
H -0.787 -1.101 -2.966
H 0.722 1.228 2.917
H -1.454 -4.513 -0.239
H -0.246 1.862 -2.313
H 2.228 1.412 -3.063
H 3.268 -0.343 -0.751
H -2.416 -0.969 -4.779
H 4.885 3.372 0.962
H -0.384 5.592 -0.406
H -0.271 -4.691 2.226
H 3.900 1.303 -2.529
H 0.945 -2.698 -3.824
H 2.253 -3.758 -3.310
H -2.513 1.920 0.131
H 0.585 -3.209 -1.439
H 2.659 2.999 1.926
H 1.761 -0.020 3.115
H -2.364 6.596 -1.480
H -0.485 5.612 5.806
H 2.337 1.126 -0.565
H -4.436 5.273 -1.736
H 2.237 -2.850 -1.029
H -1.382 -2.306 -5.284
H 5.468 -3.582 -1.924
H 3.126 -0.086 -3.293
H -3.347 -0.971 3.428
H 0.849 3.960 -1.836
H 2.544 -2.034 -3.510
H 0.420 -1.011 4.811
H -3.051 -2.232 -5.842
H -1.608 2.458 3.139
H -1.866 3.615 5.299
H -1.619 0.925 -1.766
*
```

(4)
The following is a DFT calculation (the ωB97M-V functional and the def2-TZVPD basis) of C42H51LaN14O as an isolated structure in a non-equilibrium geometry.

Properties
Molar mass   906.9 u
Highest occupied orbital energy   -11.96 eV
Relative energy (zero: lowest compared OMol25 entry of this formula, charge and spin)   1.5 kcal per mole

ORCA input file:
```
! RIJCOSX wB97M-V def2-TZVPD def2/J DEFGRID3
* xyz 2 1
La 0.009 0.299 1.572
O 0.116 0.635 -5.418
N -3.322 2.987 -0.972
N -2.356 0.554 3.059
N 0.131 -1.156 -0.609
N 0.752 -2.707 -2.002
N 0.352 3.054 1.731
N 2.292 1.436 0.582
N 1.837 1.204 3.336
N -1.826 1.526 -0.157
N 0.577 2.119 -6.958
N -3.310 1.876 -1.719
N 1.576 1.182 -6.953
N -0.583 -1.523 2.743
N -0.500 -3.035 -1.649
N 2.031 -2.003 2.025
C -2.415 1.014 -1.235
C 0.950 3.552 0.472
C 1.030 -3.001 1.695
C 1.301 -4.170 0.997
C -3.414 -0.127 2.273
C 3.233 1.386 2.896
C -2.077 -0.315 4.204
C -1.737 -2.231 6.193
C -1.946 3.598 -6.203
C -0.846 -2.095 -0.812
C 3.337 -3.093 -4.625
C -0.273 -2.769 2.181
C -3.111 4.187 -5.743
C -3.825 3.622 -4.693
C 0.312 -5.123 0.792
C -0.957 -4.924 1.310
C -2.441 -1.071 6.467
C -0.270 1.774 -6.044
C 3.355 1.947 1.470
C 1.118 -1.586 -1.385
C 3.286 -2.161 1.287
C 1.022 3.527 2.966
C -1.495 2.422 -5.607
C 2.334 -2.123 3.469
C 1.463 -1.609 -4.547
C -3.379 2.449 -4.101
C -2.218 1.851 -4.565
C -2.625 -0.128 5.464
C 3.213 -1.240 -6.164
C -4.114 1.813 -2.939
C 1.517 -3.531 -2.930
C -1.287 -1.453 3.942
C 3.867 -2.361 -5.679
C 1.727 2.467 -0.307
C -1.165 -2.420 4.947
C -2.851 1.878 3.456
C -2.431 2.748 -0.049
C 1.252 2.401 3.970
C 2.127 -2.720 -4.053
C 1.281 0.319 -6.038
C 2.004 -0.860 -5.589
C -1.244 -3.756 1.995
H -3.660 0.450 1.381
H -4.322 -0.237 2.872
H 2.067 -1.100 -1.545
H 1.453 -1.886 4.063
H -1.620 -2.987 6.958
H -3.467 5.099 -6.202
H -2.977 2.496 2.567
H -2.219 0.044 -1.660
H 4.344 1.692 1.086
H 1.046 1.962 -1.000
H -0.600 3.392 1.780
H 3.775 2.048 3.580
H 3.148 -1.445 3.733
H -1.379 4.026 -7.019
H -2.234 -3.591 2.406
H -0.593 -3.317 4.743
H -3.223 0.746 5.687
H -4.732 4.097 -4.342
H -1.865 0.927 -4.123
H 3.304 3.033 1.487
H 0.165 3.922 -0.187
H 2.703 0.717 -0.007
H 4.806 -2.667 -6.121
H 0.544 -6.029 0.249
H 0.302 2.104 4.425
H -2.866 -0.902 7.446
H 3.928 -1.300 1.479
H -1.725 -5.673 1.172
H 2.502 2.959 -0.901
H 1.976 3.984 2.713
H 2.294 -4.062 -2.379
H 0.817 -4.270 -3.316
H 3.723 0.415 2.935
H -3.071 -1.120 1.984
H 0.434 4.304 3.457
H -3.825 1.822 3.948
H 2.299 -4.378 0.634
H 3.095 -2.224 0.217
H 2.654 -3.141 3.714
H -2.146 2.357 4.136
H 3.837 -3.058 1.592
H -1.814 -2.074 -0.336
H 3.621 -0.654 -6.977
H 3.867 -3.964 -4.258
H -5.039 2.346 -2.734
H 1.898 2.790 4.763
H -4.340 0.768 -3.146
H -2.229 3.480 0.714
H 1.848 0.479 4.049
H 1.603 4.403 0.675
H 0.505 -1.315 -4.137
*
```